[1]
Below is a 2-piece molecular cluster, C4H8NO3 overall, with properties calculated with ωB97M-V/def2-TZVPD.

Energy relative to the best compared isomer or geometry (same formula, charge and spin) in kcal/mol: 8.2
HOMO level in eV: -4.488
Orbital gap in eV: 8.30

```
! RIJCOSX wB97M-V def2-TZVPD def2/J DEFGRID3
* xyz -1 1
C 0.7008 2.6407 1.2263
C 0.9329 2.0502 -0.2068
O 0.9923 2.8574 -1.1560
O 1.0667 0.8000 -0.2098
H -0.1416 2.1033 1.6352
H 0.5533 3.7202 1.2638
H 1.5673 2.3441 1.8226
C -0.1113 -1.7727 -1.4014
C -1.0353 -2.2999 -0.3635
O -1.7780 -3.2624 -0.5240
N -0.9866 -1.5876 0.7939
H -0.7410 -1.6674 -2.2746
H 0.5864 -2.5552 -1.7176
H -1.6397 -1.7597 1.5366
H -0.4294 -0.7411 0.7587
H 0.4630 -0.8697 -1.1834
*
```

=====

[2]
Below is CHAsBr3F6Rb2 as an isolated structure, with properties calculated with ωB97M-V/def2-TZVPD.

HOMO level in eV: -12.549
Orbital gap in eV: 8.21

```
! RIJCOSX wB97M-V def2-TZVPD def2/J DEFGRID3
* xyz 1 1
Rb -0.9189 -4.2421 -1.0474
Rb 1.6460 -1.8986 1.6679
As -1.4401 -0.6048 -0.1210
F -0.0831 -1.5740 -0.5832
F -0.9894 0.6092 -1.2428
F -2.7451 0.3468 0.4700
F -1.8817 -1.9203 0.9093
F -0.4767 0.1452 1.0213
F -2.3941 -1.4748 -1.3312
C 1.7159 2.0727 0.0835
Br 2.4482 0.6082 -0.8755
Br 1.7363 3.5416 -1.0802
Br 2.6679 2.4357 1.7146
H 0.7147 1.9554 0.4147
*
```

=====

[3]
Below is one molecule with the formula C3H5FN2, with properties calculated with ωB97M-V/def2-TZVPD.

Energy relative to the best compared isomer or geometry (same formula, charge and spin) in kcal/mol: 18.2
HOMO level in eV: -9.517
Orbital gap in eV: 10.44

```
! RIJCOSX wB97M-V def2-TZVPD def2/J DEFGRID3
* xyz 0 1
F -0.3133 -1.7806 0.9013
C 0.0579 -0.4393 0.8408
C 1.3270 -0.2380 0.0612
N 1.1022 0.1326 -1.1199
N -0.2623 0.1897 -1.3613
C -0.9196 0.3106 -0.0202
H 0.0051 -0.0246 1.8659
H 2.3214 -0.3972 0.4504
H -0.4184 1.0172 -1.8726
H -0.9635 1.3619 0.2927
H -1.9365 -0.1324 -0.0384
*
```

=====

[4]
Below is one molecule with the formula C5H8O, with properties calculated with ωB97M-V/def2-TZVPD.

Energy relative to the best compared isomer or geometry (same formula, charge and spin) in kcal/mol: 48.1
HOMO level in eV: -10.100
Orbital gap in eV: 11.12

```
! RIJCOSX wB97M-V def2-TZVPD def2/J DEFGRID3
* xyz 0 1
C 2.3845 0.0332 -0.4701
C 1.1811 0.0636 -0.5215
C -0.2751 -0.1060 -0.4324
C -0.5239 -1.5280 0.0840
C -0.8853 0.9419 0.5052
O -0.7056 2.2559 0.0357
H 3.4476 -0.0177 -0.4132
H -0.7163 0.0266 -1.4281
H -0.0674 -1.6352 1.0744
H -0.0568 -2.2590 -0.5820
H -1.5930 -1.7498 0.1607
H -1.9660 0.7788 0.5597
H -0.4673 0.8034 1.5177
H 0.2435 2.3924 -0.0902
*
```